DFT (ωB97M-V/def2-TZVPD) results for a 14-piece molecular cluster, C23H74O14 overall.

Summary:
2S+1   1
Electronic energy   -53714.307 eV
Net charge   0
LUMO   0.47 eV
ΔE to the lowest compared entry with this formula, charge and spin   12.0 kJ/mol

Last column: Löwdin charge in e.
Geometry (Å):
1 C -3.8947 -5.8261 -2.1387  -0.08
2 C -2.7887 -4.8110 -2.4546  -0.29
3 O -2.7232 -3.9765 -1.2881  -0.11
4 H -4.0663 -6.4133 -3.0408  0.07
5 H -4.8010 -5.2331 -2.0161  0.07
6 H -3.7396 -6.4134 -1.2337  0.08
7 H -2.8970 -4.2657 -3.3921  0.11
8 H -1.8584 -5.3589 -2.6046  0.11
9 H -1.8954 -3.5165 -1.4458  0.05
10 C -0.6502 -0.2523 -2.9816  -0.06
11 C 0.0225 -1.6282 -2.9547  -0.26
12 O 0.1658 -2.1599 -1.6123  -0.13
13 H 0.0524 0.4256 -2.4970  0.06
14 H -1.4569 -0.2604 -2.2486  0.06
15 H -0.8958 0.2073 -3.9390  0.08
16 H 1.0514 -1.6368 -3.3143  0.09
17 H -0.4763 -2.3729 -3.5749  0.10
18 H 0.6529 -1.5311 -1.0748  0.00
19 C -4.7487 0.6751 0.8884  -0.11
20 C -5.3187 -0.3365 1.8006  -0.26
21 O -4.3227 -0.8110 2.7974  -0.12
22 H -4.8314 0.2891 -0.1276  0.07
23 H -3.6660 0.6659 1.0140  0.07
24 H -5.1276 1.6929 0.9812  0.08
25 H -5.6424 -1.2031 1.2240  0.11
26 H -6.0910 0.1330 2.4098  0.11
27 H -3.6588 -1.2566 2.2660  0.01
28 C 3.1433 2.3266 2.9948  -0.05
29 C 1.8607 3.0189 2.4067  -0.28
30 O 0.9710 2.0379 1.9643  -0.12
31 H 3.8778 3.0935 3.2411  0.07
32 H 3.6994 1.7943 2.2231  0.06
33 H 2.8642 1.5650 3.7228  0.07
34 H 2.0419 3.6214 1.5166  0.11
35 H 1.1970 3.4982 3.1264  0.12
36 H 0.1481 2.4536 1.6969  0.06
37 O 0.2146 -4.4020 0.1861  -0.05
38 H 0.4821 -3.7769 -0.4877  -0.01
39 H 0.9155 -4.3678 0.8371  0.01
40 O 1.0747 -0.4188 0.0473  -0.02
41 H 0.9047 0.4795 0.3308  0.04
42 H 1.3465 -0.8745 0.8440  0.02
43 O -2.7128 1.9695 3.0697  -0.04
44 H -3.2230 2.7652 3.2203  0.05
45 H -3.2095 1.2792 3.5089  0.03
46 O -2.8673 -2.5666 1.0481  -0.03
47 H -3.1251 -3.0424 0.2586  0.01
48 H -1.9722 -2.8578 1.2222  0.04
49 O -1.6726 3.2634 0.5633  -0.05
50 H -2.0718 2.6341 1.1641  -0.01
51 H -2.0974 3.0949 -0.2777  -0.01
52 C -5.4965 2.5363 -2.2019  -0.05
53 C -4.0772 3.1182 -2.5444  -0.41
54 C -3.8254 4.5908 -2.2111  -0.06
55 O -3.1373 2.3213 -1.7648  -0.09
56 H -6.1995 3.1720 -2.7403  0.07
57 H -5.6797 2.4857 -1.1286  0.06
58 H -5.6495 1.5731 -2.6887  0.07
59 H -4.0172 3.0263 -3.6288  0.13
60 H -4.2366 5.0443 -1.3092  0.08
61 H -4.1819 5.2528 -3.0003  0.08
62 H -2.7708 4.8465 -2.1083  0.08
63 H -3.2738 1.3985 -1.9916  0.07
64 C 2.0239 3.7276 -2.6357  -0.04
65 C 3.0095 4.6820 -3.3078  -0.46
66 C 3.6515 5.7151 -2.3995  -0.05
67 O 3.9657 3.9518 -4.1445  -0.08
68 H 2.2721 2.6693 -2.7165  0.07
69 H 1.0279 3.8039 -3.0720  0.08
70 H 1.9776 3.9587 -1.5715  0.06
71 H 2.5153 5.2367 -4.1054  0.12
72 H 4.6130 6.1515 -2.6701  0.08
73 H 3.6471 5.3724 -1.3648  0.07
74 H 2.8877 6.4892 -2.4733  0.08
75 H 3.4647 3.3106 -4.6540  0.07
76 C 4.0185 -1.3618 -1.4004  -0.05
77 C 4.2554 -0.7228 -2.7999  -0.45
78 C 5.7589 -0.6200 -3.2730  -0.04
79 O 3.5205 -1.4453 -3.7658  -0.07
80 H 4.2302 -0.6537 -0.5992  0.07
81 H 4.5108 -2.3258 -1.2725  0.07
82 H 2.9573 -1.5677 -1.2609  0.05
83 H 3.8401 0.2837 -2.7495  0.12
84 H 5.9235 0.0419 -4.1232  0.07
85 H 6.2720 -1.5526 -3.5076  0.07
86 H 6.1796 -0.1811 -2.3682  0.07
87 H 3.9808 -2.2423 -4.0387  0.09
88 C 3.4399 -2.0811 3.8214  -0.04
89 C 3.2923 -2.1444 2.3010  -0.47
90 C 4.2221 -3.1941 1.6827  -0.05
91 O 2.0106 -2.6912 1.9962  -0.09
92 H 2.7589 -1.3274 4.2167  0.06
93 H 4.4658 -1.7733 4.0236  0.08
94 H 3.2618 -3.0610 4.2643  0.09
95 H 3.4693 -1.1859 1.8132  0.12
96 H 4.1217 -4.1458 2.2046  0.08
97 H 5.2477 -2.8486 1.5531  0.08
98 H 3.8039 -3.4894 0.7205  0.06
99 H 1.3502 -2.3224 2.5874  0.04
100 C -0.6059 -2.5440 4.7404  -0.03
101 C -0.8776 -1.1564 4.0833  -0.40
102 C -0.7788 0.0205 5.1360  -0.04
103 O 0.1458 -0.8648 3.1204  -0.09
104 H -0.9168 -3.4571 4.2329  0.08
105 H -1.2125 -2.4957 5.6448  0.08
106 H 0.4642 -2.6728 4.9033  0.07
107 H -1.8267 -1.1032 3.5499  0.11
108 H 0.0471 -0.1678 5.8219  0.08
109 H -1.6827 0.1677 5.7271  0.08
110 H -0.5590 0.9610 4.6308  0.06
111 H 0.2168 0.0768 2.9472  0.05

DFT (ωB97M-V/def2-TZVPD) results for a 2-piece molecular cluster, C10H16ClIN6OP overall.

Summary:
2S+1   1
Electronic energy   -51522.636 eV
Net charge   +1
LUMO   -4.36 eV

Last column: Löwdin charge in e.
Geometry (Å):
1 N 1.6506 3.5994 2.2321  0.14
2 C 1.1652 2.5932 2.8050  -0.23
3 C 1.4446 1.1463 2.4593  -0.10
4 N 0.3127 0.5220 1.7592  0.00
5 C -1.0391 0.5027 2.3563  -0.11
6 C -1.9588 0.9741 1.2010  -0.72
7 N -2.0546 2.4189 1.1324  0.08
8 P -3.6558 0.1373 1.5912  0.57
9 O -4.2632 1.2891 2.5695  -0.34
10 Cl -4.7236 0.5873 -0.0696  0.24
11 N -1.1501 0.4195 0.1017  -0.39
12 I -1.7023 0.6075 -1.8702  1.07
13 C 0.1461 0.6729 0.4490  -0.47
14 N 1.0792 1.0361 -0.4166  0.21
15 H 2.3076 3.3354 1.4942  0.06
16 H 0.4703 2.7696 3.6289  0.11
17 H 1.6724 0.5553 3.3482  0.14
18 H 2.3258 1.0933 1.8171  0.12
19 H -1.1248 1.0807 3.2762  0.13
20 H -1.2879 -0.5283 2.6295  0.12
21 H -1.5072 2.8502 0.3989  0.08
22 H -1.8459 2.8775 2.0094  0.08
23 H -3.6541 1.5893 3.2613  0.06
24 H 2.0588 0.8346 -0.2948  0.14
25 H 0.7873 1.4442 -1.2942  0.05
26 N 0.5382 -4.4279 -2.8304  0.06
27 C 0.4634 -3.2826 -2.1616  -0.16
28 C 1.1233 -2.1265 -2.5496  -0.11
29 C 1.9068 -2.1593 -3.6933  -0.08
30 C 1.9942 -3.3476 -4.3980  -0.06
31 C 1.2920 -4.4492 -3.9263  -0.14
32 H -0.1578 -3.2943 -1.2710  0.10
33 H 1.0218 -1.2215 -1.9654  0.04
34 H 2.4381 -1.2784 -4.0313  0.10
35 H 2.5921 -3.4248 -5.2952  0.11
36 H 1.3347 -5.3955 -4.4528  0.11

DFT (ωB97M-V/def2-TZVPD) results for a 12-piece molecular cluster, C26H74N2O12S10 overall.

Summary:
2S+1   1
Electronic energy   -164050.620 eV
Net charge   0
LUMO   0.07 eV
ΔE to the lowest compared entry with this formula, charge and spin   427.3 kJ/mol

Last column: Löwdin charge in e.
Geometry (Å):
1 C 9.7939 2.5928 -1.3061  -0.01
2 C 8.3321 2.2565 -1.1859  -0.60
3 O 7.4725 3.0517 -0.8135  0.03
4 N 8.0220 1.0038 -1.2254  0.01
5 C 6.7151 0.3841 -1.0076  -0.06
6 H 10.3870 2.2328 -0.4655  0.09
7 H 9.9470 3.6707 -1.3590  0.08
8 H 10.2717 2.1959 -2.2018  0.08
9 H 8.8289 0.4346 -1.4374  0.14
10 H 5.9349 0.4930 -1.7610  0.08
11 H 6.3009 0.6392 -0.0322  0.08
12 H 6.7698 -0.7029 -0.9484  0.08
13 C 2.7159 -6.2694 4.5995  -0.01
14 C 3.4967 -6.8750 3.4868  -0.56
15 O 4.0117 -6.2408 2.5514  0.01
16 N 3.7720 -8.1876 3.5317  0.00
17 C 4.4278 -8.8169 2.3712  -0.06
18 H 2.0529 -5.5237 4.1608  0.09
19 H 3.3562 -5.7081 5.2800  0.09
20 H 2.1604 -6.9477 5.2472  0.08
21 H 3.4150 -8.5984 4.3826  0.13
22 H 3.9094 -8.8378 1.4126  0.08
23 H 4.5098 -9.8455 2.7222  0.08
24 H 5.3638 -8.2963 2.1684  0.08
25 C 6.5945 -0.2723 5.4937  -0.28
26 S 8.1455 0.1653 6.3813  0.85
27 O 8.9063 -1.1246 6.7980  -0.59
28 C 9.0746 0.6254 4.8222  -0.26
29 H 5.8380 -0.6150 6.1997  0.04
30 H 6.7880 -1.1189 4.8350  0.05
31 H 6.2154 0.4819 4.8042  0.05
32 H 8.7500 1.4864 4.2377  0.05
33 H 8.8597 -0.1425 4.0791  0.04
34 H 10.1273 0.6520 5.1036  0.04
35 C -6.3174 -2.7608 5.0443  -0.27
36 S -7.4963 -2.8056 6.4272  0.84
37 O -7.2667 -1.4117 7.0946  -0.59
38 C -9.1171 -3.0854 5.5991  -0.26
39 H -6.5169 -3.7711 4.6871  0.03
40 H -5.2900 -2.8971 5.3820  0.05
41 H -6.3224 -2.0205 4.2442  0.06
42 H -9.9760 -3.2341 6.2536  0.05
43 H -9.1371 -3.8884 4.8623  0.05
44 H -9.2396 -2.1723 5.0166  0.05
45 C -9.5776 0.3420 -3.2566  -0.25
46 S -8.7032 -0.0270 -1.6328  0.85
47 O -9.8610 -0.3884 -0.6895  -0.60
48 C -7.6715 -1.5177 -2.1107  -0.25
49 H -9.7363 1.4062 -3.4303  0.04
50 H -10.5302 -0.0958 -3.5550  0.05
51 H -8.8563 -0.0520 -3.9725  0.02
52 H -8.2348 -2.3490 -2.5347  0.05
53 H -7.1215 -1.6625 -1.1808  0.04
54 H -6.9563 -1.2514 -2.8889  0.04
55 C -0.7825 -0.7076 1.1643  -0.23
56 S -0.7488 -1.6885 -0.4786  0.85
57 O -2.0126 -2.5441 -0.2840  -0.62
58 C -1.2484 -0.1938 -1.5293  -0.25
59 H -0.8047 -1.4664 1.9464  0.04
60 H -1.6838 -0.0946 1.1569  0.05
61 H 0.1908 -0.2184 1.2039  0.04
62 H -2.2684 0.1524 -1.3628  0.05
63 H -1.2165 -0.4331 -2.5923  0.04
64 H -0.3782 0.4441 -1.3749  0.04
65 C 2.9590 -2.9925 -7.4461  -0.24
66 S 2.5628 -1.3976 -8.3727  0.83
67 O 1.5398 -0.8106 -7.4402  -0.57
68 C 1.7576 -2.2472 -9.7079  -0.32
69 H 3.5091 -2.7628 -6.5335  0.04
70 H 3.6340 -3.6511 -7.9927  0.04
71 H 2.0244 -3.4751 -7.1601  0.05
72 H 2.4315 -2.6396 -10.4695  0.06
73 H 1.1610 -1.5518 -10.2984  0.05
74 H 1.0406 -3.0183 -9.4264  0.06
75 C -0.9792 3.1866 8.3669  -0.24
76 S -1.8765 1.5158 8.2991  0.81
77 O -0.9384 0.3772 8.1621  -0.57
78 C -2.3739 1.5784 10.0624  -0.27
79 H -0.4444 3.3316 9.3055  0.04
80 H -1.7378 3.9570 8.2281  0.04
81 H -0.3257 3.2659 7.4982  0.04
82 H -1.4401 1.3794 10.5882  0.05
83 H -3.2475 1.0045 10.3716  0.05
84 H -2.6229 2.6165 10.2825  0.04
85 C -2.6386 7.6316 0.1662  -0.25
86 S -2.4557 5.8364 0.6157  0.84
87 O -1.1344 5.8201 1.3652  -0.59
88 C -3.5468 5.8992 2.0703  -0.28
89 H -1.7149 7.6302 -0.4125  0.03
90 H -2.7102 8.3223 1.0064  0.06
91 H -3.3704 7.9062 -0.5936  0.05
92 H -3.2348 6.7934 2.6099  0.05
93 H -3.7400 5.0068 2.6656  0.06
94 H -4.5520 6.1846 1.7600  0.04
95 C -4.6969 8.0002 -7.6207  -0.26
96 S -4.7900 6.9392 -6.0912  0.84
97 O -5.8686 5.9216 -6.4545  -0.60
98 C -3.1314 6.0351 -6.2364  -0.23
99 H -3.6865 8.3785 -7.7755  0.03
100 H -5.4022 8.8313 -7.6190  0.04
101 H -4.9332 7.5512 -8.5854  0.06
102 H -3.4077 5.1684 -6.8369  0.05
103 H -2.5864 5.6897 -5.3579  0.04
104 H -2.5375 6.7594 -6.7938  0.02
105 C 3.6281 6.9835 -3.6358  -0.22
106 S 4.8883 6.7760 -5.0374  0.82
107 O 4.1997 7.0971 -6.3505  -0.59
108 C 6.0125 8.1647 -4.6331  -0.28
109 H 3.1341 7.9528 -3.7030  0.05
110 H 4.3091 6.8996 -2.7889  0.04
111 H 2.9793 6.1210 -3.7884  0.04
112 H 6.7812 8.4461 -5.3528  0.05
113 H 6.4904 8.0377 -3.6617  0.05
114 H 5.4902 9.1185 -4.5581  0.05
115 C -3.9334 -9.0886 -2.1036  -0.30
116 S -3.3933 -10.7325 -1.6542  0.82
117 O -4.4355 -11.3492 -0.7605  -0.56
118 C -1.9862 -10.1008 -0.6200  -0.26
119 H -4.1213 -8.4818 -1.2178  0.05
120 H -4.7979 -9.1077 -2.7673  0.05
121 H -3.1741 -8.4506 -2.5559  0.06
122 H -1.0404 -10.0037 -1.1531  0.05
123 H -1.8266 -10.9315 0.0674  0.04
124 H -2.0848 -9.1724 -0.0574  0.05

no.,frontier orbital gap (eV),E_HOMO (hartree)
1,10.281,-0.3605
2,7.735,-0.4443
3,8.644,-0.3151